[1]
CH3Cl3SSi | the ωB97M-V functional and the def2-TZVPD basis

The value obtained for the total energy is -57366.4142 eV. The value obtained for the maximum force is 2.3 eV/A. The LUMO energy (spin up / spin down) comes out at -0.741 / -1.687 eV. The energy above the lowest of the compared OMol25 structures with the same formula, charge and spin comes out at 82.69 kcal per mole. The value obtained for the HOMO energy (spin up / spin down) is -8.376 / -8.984 eV.

Geometry as ORCA input:
```
! wB97M-V def2-TZVPD RIJCOSX def2/J DEFGRID3
* xyz 0 1
C 2.69111 -0.09568 0.24399
Si -2.25972 0.18099 -0.01835
S 0.98150 -0.40432 0.00455
Cl -3.06499 1.04699 1.73358
Cl -2.91227 -1.75244 -0.02183
Cl -2.80448 1.28571 -1.67808
H 3.19875 -0.74376 0.96564
H 3.09243 0.99370 0.14179
H 1.07768 -0.51120 -1.37129
*
```

[2]
CH3Cl3Si | the ωB97M-V functional and the def2-TZVPD basis

The value obtained for the total energy is -46530.8628 eV. The value obtained for the maximum force is 3.2 eV/A. The LUMO energy comes out at -2.405 eV. The energy above the lowest of the compared OMol25 structures with the same formula, charge and spin comes out at 106.77 kcal per mole. The value obtained for the HOMO energy is -8.380 eV.

Geometry as ORCA input:
```
! wB97M-V def2-TZVPD RIJCOSX def2/J DEFGRID3
* xyz 0 1
C 0.68155 -0.50221 -0.02271
Si -1.20762 -0.57499 0.11472
Cl 1.74346 2.16460 -0.27325
Cl -2.30808 -0.39625 -1.51677
Cl -2.15299 0.17000 1.68029
H 1.32694 -1.06414 -0.64718
H 0.79930 0.62453 -0.29774
H 1.11744 -0.42154 0.96264
*
```

[3]
CH3ClFOP | the ωB97M-V functional and the def2-TZVPD basis

The value obtained for the total energy is -27661.6583 eV. The value obtained for the maximum force is 2.9 eV/A. The LUMO energy comes out at -0.284 eV. The energy above the lowest of the compared OMol25 structures with the same formula, charge and spin comes out at 72.43 kcal per mole. The value obtained for the HOMO energy is -9.800 eV.

Geometry as ORCA input:
```
! wB97M-V def2-TZVPD RIJCOSX def2/J DEFGRID3
* xyz 0 1
C -0.59200 0.09997 0.50778
O 2.04899 0.57829 -0.26827
F 3.61314 -1.94705 0.18349
P 0.68702 1.07794 0.04431
Cl 0.33130 2.97789 -0.36270
H -1.54265 0.56851 0.76711
H -0.46547 -0.90925 0.93515
H 3.43489 -1.10134 0.53049
*
```

[4]
CH3ClFP | the ωB97M-V functional and the def2-TZVPD basis

The value obtained for the total energy is -25609.6517 eV. The value obtained for the maximum force is 3.4 eV/A. The LUMO energy (spin up / spin down) comes out at 0.895 / -2.005 eV. The energy above the lowest of the compared OMol25 structures with the same formula, charge and spin comes out at 6.02 kcal per mole. The value obtained for the HOMO energy (spin up / spin down) is -7.325 / -9.957 eV.

Geometry as ORCA input:
```
! wB97M-V def2-TZVPD RIJCOSX def2/J DEFGRID3
* xyz 0 3
C 1.52400 -0.70137 -0.26749
F 1.82907 -1.67072 0.62821
P -1.13662 -0.23464 0.06101
Cl 2.33328 0.82995 -0.12890
H 1.40544 -1.26170 -1.24718
H -0.93228 1.09317 -0.27631
H -0.94105 -0.32690 1.37622
*
```

[5]
CH3ClIN | the ωB97M-V functional and the def2-TZVPD basis

The value obtained for the total energy is -23193.0052 eV. The value obtained for the maximum force is 6.2 eV/A. The LUMO energy (spin up / spin down) comes out at 0.745 / -3.728 eV. The energy above the lowest of the compared OMol25 structures with the same formula, charge and spin comes out at 58.65 kcal per mole. The value obtained for the HOMO energy (spin up / spin down) is -5.575 / -9.902 eV.

Geometry as ORCA input:
```
! wB97M-V def2-TZVPD RIJCOSX def2/J DEFGRID3
* xyz 0 3
C 0.37486 0.51557 0.25231
N -0.96968 -0.43790 -0.41801
Cl 0.15295 2.09915 -0.28528
I 2.26173 -0.38623 0.01915
H 0.23924 0.50088 1.39326
H -1.30380 -1.17719 0.24541
H -0.75530 -1.11429 -1.20684
*
```

[6]
CH3ClN2 | the ωB97M-V functional and the def2-TZVPD basis

The value obtained for the total energy is -16586.1563 eV. The SMILES is [H]/N=C/NCl. The value obtained for the maximum force is 5.7 eV/A. The LUMO energy comes out at 0.889 eV. The energy above the lowest of the compared OMol25 structures with the same formula, charge and spin comes out at 64.44 kcal per mole. The value obtained for the HOMO energy is -9.500 eV.

Geometry as ORCA input:
```
! wB97M-V def2-TZVPD RIJCOSX def2/J DEFGRID3
* xyz 0 1
H 0.67911 0.76681 1.82268
N -0.07425 0.86438 1.19488
C -0.12617 0.31873 0.09994
N -1.08022 0.53424 -0.83410
Cl -2.35957 1.58837 -0.41286
H 0.80997 -0.51963 -0.27869
H -1.48372 -0.12186 -1.47899
*
```